The following is a DFT calculation (ωB97M-V/def2-TZVPD) of one molecule with the formula C30H50.

Results
Net charge   0
Orbital gap   9.29 eV
SMILES   CC(C)=CCC/C(C)=C/CC/C(C)=C/CC/C=C(\C)CC/C=C(\C)CCC=C(C)C
Energy above the lowest of the compared OMol25 structures with the same formula, charge and spin   5.3 kcal/mol
E_tot   -31919.6468 eV

The geometry in XYZ format:
```
80
Properties=species:S:1:pos:R:3:forces:R:3:lowdin_charge:R:1
C 1.587853 4.388309 1.045643 0.06 -0.19 -0.11 -0.056
C 1.114760 3.976318 -0.317346 -0.14 0.20 -0.03 -0.350
C 1.386615 2.818632 -0.906870 0.06 -0.16 0.11 -0.093
C 2.204852 1.681491 -0.385089 0.12 0.22 -0.16 -0.195
H 2.523400 1.858855 0.641702 -0.04 -0.08 0.10 0.093
H 1.593661 0.774158 -0.393820 0.03 -0.05 0.08 0.094
C 3.440091 1.430761 -1.267987 -0.22 -0.22 0.18 -0.158
C 4.183154 0.201808 -0.809849 0.09 0.13 -0.18 -0.307
C 3.827148 -0.994951 -1.261320 0.13 -0.03 -0.11 -0.081
C 4.389791 -2.327494 -0.863444 0.01 0.04 0.28 -0.185
H 5.474362 -2.275713 -0.745123 0.02 -0.06 -0.07 0.105
H 4.178635 -3.044484 -1.658070 0.07 -0.02 0.00 0.103
C 3.767730 -2.835439 0.453033 0.08 -0.13 -0.31 -0.160
C 2.269541 -2.633727 0.488877 0.07 -0.11 0.17 -0.301
C 1.482746 -3.211102 -0.411031 -0.13 -0.07 0.11 -0.080
C 0.004180 -3.022847 -0.570448 0.17 0.25 -0.09 -0.194
H -0.479490 -2.859673 0.393785 -0.09 -0.05 0.02 0.098
H -0.428473 -3.921789 -1.015781 -0.08 0.00 0.06 0.114
C -0.278814 -1.827073 -1.488642 -0.17 -0.12 0.04 -0.195
C -1.739317 -1.648864 -1.776311 0.12 0.05 -0.13 -0.081
C -2.251519 -0.653331 -2.491263 -0.20 -0.21 -0.14 -0.314
C -3.731085 -0.538894 -2.728805 0.04 0.11 0.05 -0.164
H -4.222776 -1.441769 -2.364495 -0.03 -0.04 -0.02 0.106
H -3.927684 -0.451488 -3.801553 -0.03 -0.06 -0.04 0.115
C -4.332799 0.685283 -2.009942 -0.01 -0.23 0.00 -0.184
C -3.916152 0.711781 -0.570368 -0.21 0.13 -0.02 -0.081
C -4.405093 -0.026807 0.418979 -0.14 0.19 0.16 -0.305
C -3.760593 0.027561 1.778461 0.23 -0.12 -0.26 -0.156
H -3.393048 1.035111 1.978320 -0.02 0.02 0.04 0.112
H -4.476292 -0.235382 2.559202 -0.02 0.07 0.08 0.116
C -2.565091 -0.944448 1.833815 -0.04 0.22 0.17 -0.191
C -1.774653 -0.775400 3.094694 -0.04 -0.19 -0.06 -0.090
C -0.858284 0.159442 3.320283 0.12 0.02 0.16 -0.362
C -0.137957 0.251881 4.633448 -0.16 -0.08 -0.07 -0.064
H -0.261558 1.246265 5.061935 0.05 0.10 0.09 0.080
H -0.510998 -0.482561 5.342460 -0.01 -0.05 0.09 0.074
H 0.929488 0.084269 4.489073 0.13 0.03 0.02 0.076
C -0.461126 1.209681 2.325849 -0.14 -0.17 -0.01 -0.054
H -0.732966 0.937826 1.310549 -0.01 0.03 -0.19 0.066
H 0.612447 1.381064 2.366186 0.14 0.06 -0.05 0.070
H -0.954987 2.152219 2.565292 0.00 0.14 0.00 0.088
H -2.010473 -1.471221 3.889760 0.05 -0.04 0.20 0.107
H -1.941715 -0.758980 0.956616 -0.01 -0.05 -0.06 0.087
H -2.934980 -1.969377 1.767884 0.05 -0.05 -0.10 0.113
C -5.535470 -0.999915 0.280454 0.09 0.13 -0.13 -0.041
H -6.281270 -0.819552 1.054684 -0.07 -0.03 0.04 0.081
H -6.017635 -0.929009 -0.689429 -0.09 -0.07 -0.10 0.067
H -5.167212 -2.017913 0.408473 -0.04 -0.16 0.02 0.084
H -3.085557 1.369816 -0.348467 0.17 0.08 0.16 0.112
H -3.987399 1.597696 -2.498320 -0.08 0.04 -0.03 0.103
H -5.420390 0.648587 -2.104862 0.00 0.08 -0.06 0.106
C -1.388390 0.429064 -3.072500 0.00 -0.13 0.08 -0.040
H -1.940981 1.024053 -3.795171 0.00 0.10 -0.08 0.078
H -0.516787 0.002495 -3.567339 0.11 0.04 -0.05 0.080
H -1.027339 1.091197 -2.284497 0.08 0.16 0.04 0.074
H -2.396699 -2.404956 -1.369306 -0.22 -0.10 0.05 0.111
H 0.263606 -1.966749 -2.430917 0.10 0.06 0.02 0.121
H 0.124584 -0.920210 -1.026897 0.12 0.02 0.00 0.101
H 1.939558 -3.840997 -1.164185 0.18 -0.09 -0.12 0.115
C 1.794324 -1.729836 1.585232 -0.15 -0.15 -0.18 -0.031
H 2.088570 -2.137652 2.553121 0.02 0.02 0.12 0.091
H 2.266909 -0.754017 1.479384 0.08 0.16 0.03 0.073
H 0.718061 -1.595653 1.582862 -0.15 0.08 0.07 0.057
H 4.215913 -2.295405 1.288011 0.05 -0.01 0.04 0.104
H 4.010852 -3.895044 0.570437 0.04 0.03 0.12 0.115
H 3.011337 -1.044837 -1.970568 -0.13 0.12 -0.12 0.110
C 5.271914 0.449521 0.189928 -0.08 -0.16 -0.09 -0.041
H 6.012696 1.132344 -0.226967 0.07 0.06 0.02 0.083
H 5.771690 -0.467942 0.483401 0.09 -0.07 0.10 0.066
H 4.860010 0.918631 1.083680 0.02 0.07 0.13 0.082
H 3.108087 1.301907 -2.300195 0.03 0.05 -0.04 0.116
H 4.089877 2.307084 -1.226529 0.01 0.05 -0.08 0.118
H 0.990030 2.644673 -1.900607 -0.12 0.07 -0.16 0.102
C 0.254417 5.005892 -0.992421 0.08 -0.15 -0.05 -0.069
H -0.116315 4.647016 -1.949008 -0.06 0.00 -0.08 0.072
H -0.596572 5.258399 -0.360136 -0.10 0.08 0.03 0.080
H 0.822103 5.920890 -1.161950 0.00 0.12 0.00 0.079
H 2.386143 3.753317 1.416138 0.07 -0.03 0.11 0.065
H 0.760276 4.350468 1.754605 -0.05 0.05 0.11 0.079
H 1.950911 5.414717 1.016435 0.03 0.09 0.05 0.079
```
Positions in Å, forces in eV/Å.

***

The following is a DFT calculation (ωB97M-V/def2-TZVPD) of one molecule with the formula C4H6N2S2 at a distorted geometry.

Results
Net charge   0
Orbital gap   9.55 eV
SMILES   [H]/N=C(/NS)SCC#C
Energy above the lowest of the compared OMol25 structures with the same formula, charge and spin   99.5 kcal/mol
E_tot   -28891.8978 eV

The geometry in XYZ format:
```
14
Properties=species:S:1:pos:R:3:forces:R:3:lowdin_charge:R:1
C 0.890521 -0.065877 -1.601400 -2.53 -1.26 2.10 -0.798
C -0.810047 1.189822 0.494613 2.92 1.49 -1.13 -0.486
C -1.462225 0.354833 1.513531 0.71 1.59 -1.06 -0.249
C -1.713513 -0.173358 2.552251 -0.88 -0.57 3.50 0.069
H -0.158632 -1.750459 1.065689 0.61 -0.65 -1.31 -0.132
H 2.417123 -1.199379 -0.905965 -2.82 -0.66 0.93 0.132
H 1.111391 1.030886 -3.145034 -0.78 1.11 -0.48 0.021
H 0.326630 1.203121 0.740721 -1.80 -0.40 -0.24 0.100
H -0.928422 2.361922 0.427049 -0.87 -2.50 0.60 0.109
H -1.931494 -0.412098 3.656249 0.36 0.14 -2.72 0.084
N 1.350990 -1.090538 -0.670448 1.50 1.84 -1.90 -0.455
N 1.444830 0.247643 -2.656414 2.53 -1.30 -0.27 0.082
S 0.261718 -2.341029 -0.151617 0.63 1.24 0.80 0.700
S -0.798870 0.644512 -1.319224 0.42 -0.07 1.18 0.824
```
Positions in Å, forces in eV/Å.

***

The following is a DFT calculation (ωB97M-V/def2-TZVPD) of an isolated ion of composition C9H16O4P and charge -1 at a distorted geometry.

Results
Net charge   -1
Orbital gap   6.25 eV
SMILES   C[C@](O)(C[C@H]1CCCCC1=O)P([O-])O
Energy above the lowest of the compared OMol25 structures with the same formula, charge and spin   11.9 kcal/mol
E_tot   -27071.9385 eV

The geometry in XYZ format:
```
30
Properties=species:S:1:pos:R:3:forces:R:3:lowdin_charge:R:1
C -1.083592 -1.246234 2.021730 -1.75 -2.06 1.49 -0.214
C -0.125593 -0.348253 2.809862 -2.02 0.72 0.72 -0.183
C -0.907025 -1.149678 0.544077 2.49 1.85 -0.33 -0.172
C -0.523693 1.064436 2.527391 -0.46 2.42 -1.68 -0.136
C -0.633177 0.469233 -1.389075 0.75 1.88 2.48 -0.151
C -1.090488 0.291401 0.123217 -1.31 0.13 -3.15 -0.258
C -0.449770 1.348233 0.971036 1.81 1.84 -0.53 -0.309
C 0.719664 -0.002056 -1.834973 2.44 2.46 -1.29 -0.609
C 1.238520 1.107433 -2.935267 -0.32 0.92 4.18 -0.060
O 3.564808 -0.000337 -1.483642 -0.49 -2.27 -0.60 -0.299
O 2.308683 -1.767337 -0.429948 -0.71 -1.78 -0.09 -0.520
O 0.104773 2.317131 0.398452 -1.60 -1.97 2.64 0.016
O 0.657312 -1.154701 -2.604794 -0.18 -1.99 0.47 -0.105
P 2.227958 -0.275068 -0.516179 -0.47 1.51 0.41 0.639
H -0.937677 -2.252924 2.340546 0.79 -1.17 0.12 0.086
H -2.173270 -1.226442 2.333568 0.84 1.10 -0.23 0.126
H -0.082151 -0.433801 3.925572 -0.20 -0.66 -0.95 0.126
H 0.830975 -0.435022 2.393420 1.71 -0.62 -0.36 0.083
H 0.189388 -1.202164 0.365004 -0.46 -0.88 0.28 0.068
H -1.297433 -1.812773 -0.227386 -0.68 -0.30 0.72 0.134
H -1.543840 1.343941 2.792347 -0.62 -0.74 -0.04 0.110
H -0.030482 1.830043 3.110360 1.04 0.12 -0.20 0.101
H -1.321676 0.090305 -2.066504 -1.63 -1.11 -1.08 0.092
H -0.648262 1.556274 -1.531053 -0.11 -0.22 0.00 0.096
H -2.178375 0.545797 0.027347 0.43 -0.02 0.64 0.156
H 1.878081 1.965973 -2.458710 -1.78 -1.04 -0.66 0.093
H 0.375368 1.408097 -3.509203 0.04 0.42 -0.38 0.056
H 1.946294 0.568860 -3.425561 1.78 -1.46 -2.12 0.005
H 3.763428 0.892937 -1.487242 0.70 2.85 0.00 -0.038
H 1.108563 -1.823621 -2.027968 -0.03 0.05 -0.46 0.066
```
Positions in Å, forces in eV/Å.

***

The following is a DFT calculation (ωB97M-V/def2-TZVPD) of C29H60BaClN6O7P2S as an isolated structure at a distorted geometry.

Results
Net charge   +1
Orbital gap   5.58 eV
Energy above the lowest of the compared OMol25 structures with the same formula, charge and spin   125.5 kcal/mol
E_tot   -96946.4140 eV

The geometry in XYZ format:
```
107
Properties=species:S:1:pos:R:3:forces:R:3:lowdin_charge:R:1
Ba 0.119050 -0.283276 0.284880 -5.76 -6.67 -0.18 2.122
C -2.335525 2.834126 4.431208 -0.15 -0.15 0.30 -0.036
N -1.914934 2.609177 3.067718 0.10 0.10 -0.24 -0.130
C -2.014971 3.762482 2.200585 0.03 0.07 -0.26 -0.030
C -1.630892 1.403971 2.532113 -0.46 0.28 0.90 -0.433
O -1.260120 1.281975 1.379503 -0.92 1.31 0.35 -0.215
C -1.775710 0.236932 3.499759 0.12 -0.27 0.01 -0.120
O -1.536902 -1.023240 2.927013 -0.03 0.42 -0.32 -0.138
C -2.665047 -1.858960 2.767926 0.10 -0.15 -0.16 -0.098
C -3.587650 -1.418860 1.620978 -0.05 -0.28 0.34 -0.423
O -3.623226 -0.261794 1.236271 0.24 0.30 0.07 0.069
N -4.345959 -2.385187 1.070254 -0.03 -0.04 -0.25 -0.143
C -4.474806 -3.744153 1.547019 0.19 -0.16 0.09 -0.040
C -4.974615 -2.116080 -0.206292 0.00 0.27 -0.03 -0.031
H -2.199528 3.890201 4.654543 0.00 -0.02 0.05 0.095
H -1.740521 2.264291 5.142191 0.02 -0.01 0.00 0.091
H -3.389019 2.586304 4.577954 -0.05 0.02 0.03 0.105
H -3.032272 4.156241 2.225638 -0.01 0.05 -0.01 0.104
H -1.780308 3.448278 1.186816 -0.01 0.12 0.03 0.077
H -1.325826 4.546748 2.522943 -0.02 0.00 -0.04 0.093
H -2.770642 0.279544 3.952106 0.06 0.05 0.07 0.141
H -1.018269 0.365226 4.282392 -0.13 0.08 0.09 0.132
H -3.229170 -1.920359 3.712674 0.06 -0.08 -0.18 0.144
H -2.236191 -2.831628 2.520781 -0.14 0.00 0.14 0.127
H -4.336054 -3.802033 2.623054 -0.01 -0.03 0.04 0.087
H -3.758554 -4.407119 1.053068 0.00 -0.04 0.03 0.101
H -5.483849 -4.090912 1.319085 0.05 -0.01 0.08 0.097
H -4.422314 -1.308471 -0.686680 -0.16 -0.04 -0.06 0.070
H -6.020012 -1.826912 -0.077972 -0.02 0.03 -0.10 0.100
H -4.919483 -3.014119 -0.819901 -0.01 -0.01 -0.04 0.099
C 2.471097 1.048360 4.564404 -0.29 0.24 0.21 -0.093
N 3.289347 0.917482 3.377141 -0.50 -0.79 -0.60 -0.299
C 4.705822 0.755829 3.640187 0.32 0.14 -0.09 -0.089
P 2.659402 0.123637 2.055575 3.66 -0.33 2.20 0.469
O 1.201480 0.213872 2.043452 2.08 1.50 4.95 -0.586
O 3.345314 0.916540 0.825158 -0.70 -0.13 -0.24 -0.235
P 2.444831 1.362475 -0.442995 2.90 3.14 -0.88 0.443
O 1.709175 0.261328 -1.056440 3.31 0.57 -3.61 -0.565
N 3.528318 2.023478 -1.516176 -0.70 -0.67 0.72 -0.288
C 3.966701 1.236178 -2.651505 -0.04 -0.25 -0.35 -0.082
C 4.503385 2.980309 -1.038380 0.04 0.26 0.07 -0.083
N 1.456318 2.561674 0.145078 0.86 -0.71 -0.33 -0.294
C 0.862858 3.340700 -0.922012 -0.30 0.24 -0.38 -0.096
C 1.757238 3.328492 1.330361 0.03 0.12 0.59 -0.073
N 3.398648 -1.367181 1.973428 -0.80 1.34 -0.22 -0.274
C 3.709925 -1.974120 0.694279 0.16 -0.09 -0.58 -0.079
C 2.789050 -2.284573 2.921272 -0.24 -0.28 0.37 -0.091
H 2.694408 0.275756 5.307131 0.03 -0.02 -0.03 0.091
H 1.425648 0.970398 4.278350 -0.08 0.06 0.12 0.066
H 2.641775 2.024720 5.021775 -0.01 -0.01 0.05 0.094
H 4.904191 -0.081450 4.319027 -0.03 0.02 -0.07 0.094
H 5.097204 1.672310 4.087027 0.03 -0.05 -0.03 0.095
H 5.212626 0.570950 2.695487 0.22 0.03 0.12 0.080
H 3.157858 0.573172 -2.951648 0.11 -0.02 -0.13 0.075
H 4.850218 0.628693 -2.424952 -0.01 0.07 0.01 0.096
H 4.207820 1.910449 -3.476485 -0.01 -0.06 0.01 0.094
H 4.123274 3.461730 -0.140995 0.08 0.19 0.06 0.071
H 4.677302 3.736493 -1.807957 0.01 0.01 0.10 0.098
H 5.458121 2.503336 -0.795510 -0.03 -0.02 0.01 0.097
H 0.658865 2.680316 -1.761872 -0.08 0.21 -0.12 0.036
H 1.524296 4.147623 -1.256994 0.02 -0.04 0.03 0.102
H -0.078259 3.778697 -0.588190 -0.04 -0.09 0.03 0.094
H 2.312685 4.246347 1.101455 -0.03 -0.07 -0.04 0.098
H 2.334508 2.727523 2.029816 -0.02 0.23 0.06 0.063
H 0.821256 3.605621 1.818660 0.00 0.01 0.00 0.084
H 4.199016 -1.240644 0.057069 0.07 -0.08 -0.05 0.081
H 2.826726 -2.360602 0.176813 0.01 -0.12 0.00 0.069
H 4.403363 -2.796758 0.871330 -0.07 -0.02 -0.07 0.104
H 2.650044 -1.763150 3.868290 0.00 -0.12 0.19 0.079
H 3.459803 -3.130423 3.070110 -0.08 0.00 0.05 0.100
H 1.813168 -2.645788 2.572713 0.16 -0.09 0.04 0.075
Cl 1.698294 -4.979287 0.751328 0.06 -0.18 0.33 0.688
C 1.438671 -4.449337 -0.885598 0.48 0.16 -0.30 -0.636
C 2.333524 -4.887380 -1.844556 -0.07 0.05 0.01 -0.136
C 2.183228 -4.484694 -3.159413 0.18 -0.01 -0.18 -0.123
C 1.116922 -3.657278 -3.493246 -0.02 -0.01 -0.04 -0.110
C 0.227711 -3.245471 -2.527015 0.23 0.34 -0.17 -0.080
C 0.375550 -3.582005 -1.170821 -1.00 0.00 0.91 -0.400
C -0.554534 -3.088267 -0.162542 0.43 -0.70 -0.14 -0.253
H 3.133593 -5.552783 -1.558766 0.09 -0.07 0.03 0.096
H 2.884678 -4.813120 -3.910573 0.04 -0.06 -0.07 0.091
H 0.979985 -3.341608 -4.518636 -0.02 -0.02 -0.11 0.094
H -0.600916 -2.597286 -2.778010 -0.14 0.02 -0.09 0.087
H -0.542241 -3.737491 0.711284 -0.09 0.05 0.18 -0.028
H -1.563269 -3.065359 -0.573993 -0.20 0.38 -0.03 0.015
C 0.139187 2.498035 -4.771067 -0.15 -0.16 -0.13 -0.097
C -0.674773 1.225527 -4.962684 0.07 0.15 0.12 -0.277
C -0.648891 0.326958 -3.737720 -0.28 0.39 0.17 -0.308
S -1.477898 1.034310 -2.246391 -1.06 0.27 -2.08 0.938
O -1.458372 -0.106415 -1.297389 -2.40 -0.34 -1.77 -0.828
C -3.234041 1.083269 -2.825818 0.60 0.05 -0.01 -0.305
C -3.705841 -0.161675 -3.550175 -0.01 -0.07 0.08 -0.298
C -5.228071 -0.189706 -3.643832 0.21 0.01 -0.02 -0.089
H 0.123724 3.104088 -5.672187 0.03 0.11 -0.05 0.080
H 1.171453 2.244896 -4.547021 0.22 0.06 0.09 0.071
H -0.264499 3.091377 -3.954700 0.02 0.18 0.11 0.059
H -0.277279 0.663726 -5.811163 -0.07 -0.04 0.04 0.121
H -1.703453 1.487288 -5.206404 -0.12 -0.05 -0.12 0.098
H 0.371323 0.145019 -3.399253 0.07 -0.05 0.09 0.082
H -1.116478 -0.634942 -3.929450 -0.09 -0.08 0.18 0.082
H -3.361822 1.979027 -3.427700 -0.01 0.21 -0.04 0.095
H -3.786486 1.199922 -1.893756 0.07 0.14 0.16 0.097
H -3.356065 -1.035589 -2.997979 0.06 -0.11 -0.07 0.105
H -3.291043 -0.195584 -4.557058 0.11 -0.06 -0.02 0.104
H -5.671891 -0.246444 -2.653521 -0.11 0.01 0.11 0.067
H -5.554092 -1.051441 -4.220026 -0.08 -0.06 -0.02 0.080
H -5.597392 0.707533 -4.135052 -0.11 0.08 -0.05 0.080
```
Positions in Å, forces in eV/Å.

***

no.,molar mass (Da)
1,410.7
2,146.2
3,219.2
4,871.6